No. 1
Molecular formula: C4H8O2
Method: DFT, ωB97M-V/def2-TZVPD

Values from the calculation:
E_tot, hartree: -307.5066
Kohn-Sham gap, Ha: 0.3078

Each line ends with the Löwdin charge.
Atoms and positions in Å:
C  -0.8627  -1.2645  0.1428  -0.37
C  -1.2599  0.1514  -0.3721  -0.12
O  -0.6429  1.1631  0.4834  -0.02
C  0.6389  0.9932  0.6465  -0.21
C  1.4425  0.2124  -0.1899  -0.05
O  0.4184  -1.3485  0.5939  -0.27
H  -1.5847  -1.5242  0.9445  0.11
H  -1.1200  -1.9399  -0.7063  0.11
H  -0.9398  0.3539  -1.4003  0.11
H  -2.3323  0.3440  -0.3025  0.12
H  1.0474  1.4347  1.5514  0.16
H  1.6127  1.5662  -0.3781  0.20
H  2.4290  -0.0537  0.1724  0.12
H  1.1534  -0.0880  -1.1858  0.10

No. 2
Molecular formula: C5H6N
Method: DFT, ωB97M-V/def2-TZVPD

Values from the calculation:
SMILES string: C=C=[NH+]C#CC
E_tot, hartree: -248.4376
Kohn-Sham gap, Ha: 0.3330
Charge: +1

Each line ends with the Löwdin charge.
Atoms and positions in Å:
C  0.2583  -0.5214  0.8746  -0.04
C  1.0205  0.3711  0.6017  -0.03
C  -1.8006  -1.0124  -1.3325  0.18
C  -1.3792  -1.2553  -0.1928  0.01
C  1.7983  1.5080  0.3305  -0.08
N  -0.7640  -1.3442  0.8878  0.16
H  -2.3396  -0.0877  -1.5604  0.14
H  -1.8781  -1.5859  -2.2135  0.11
H  2.0544  1.6356  -0.7374  0.10
H  1.3214  2.4938  0.6871  0.13
H  2.8176  1.4201  0.8633  0.13
H  -1.1090  -1.6218  1.7915  0.21

No. 3
Molecular formula: C5H11NO2S
Method: DFT, ωB97M-V/def2-TZVPD

Values from the calculation:
E_tot, hartree: -800.4728
Kohn-Sham gap, Ha: 0.3610

Each line ends with the Löwdin charge.
Atoms and positions in Å:
C  -0.1037  -0.7344  -1.2397  -0.21
C  0.0680  -1.6121  -2.4606  -0.05
C  -1.3879  0.3894  1.0327  -0.09
C  1.1418  1.1112  1.5700  -0.08
C  0.1492  0.0088  1.0552  -0.42
N  0.5603  -0.7504  -0.1631  -0.05
O  3.4046  -0.5091  -0.4166  -0.46
O  3.1028  -2.8910  -0.5873  -0.46
S  2.8039  -1.6878  0.1785  0.84
H  -1.1765  -0.3329  -1.2645  0.12
H  -0.0610  -0.9865  -3.3750  0.09
H  -0.8670  -2.2221  -2.4291  0.09
H  1.0165  -2.1866  -2.3727  0.07
H  -1.5592  1.3072  0.4381  0.08
H  -1.9624  -0.5356  0.7517  0.08
H  -1.6766  0.5723  2.1269  0.09
H  1.4345  2.0088  0.9939  0.08
H  2.2049  0.7197  1.5400  0.05
H  0.9667  1.2911  2.6735  0.09
H  0.2256  -0.7243  1.8745  0.12

No. 4
Molecular formula: C11H20KO7S
Method: DFT, ωB97M-V/def2-TZVPD

Values from the calculation:
E_tot, hartree: -1955.6779
Kohn-Sham gap, Ha: 0.3413
Charge: +1

Each line ends with the Löwdin charge.
Atoms and positions in Å:
C  2.7269  -2.4587  0.6476  -0.05
C  3.3162  -1.3125  -0.1416  -0.20
O  2.2125  -0.4543  -0.5038  -0.06
C  2.5517  0.5098  -1.4126  -0.49
O  3.6155  1.0381  -1.3823  0.16
C  1.4771  0.7943  -2.4194  -0.07
C  0.0553  0.6700  -1.8802  -0.16
C  -0.2893  1.7669  -0.8557  -0.09
C  -1.0694  1.2586  0.3422  -0.35
C  -2.4450  0.7091  -0.0623  -0.07
C  -2.9363  -0.5530  0.6403  -0.14
C  -2.5664  -1.8764  -0.0422  -0.25
O  -2.4713  -1.6968  -1.4398  -0.05
C  -0.2476  0.4604  1.3447  -0.22
O  -0.4817  1.0353  2.6655  -0.28
S  -0.4386  2.6336  2.3598  0.61
O  0.8865  2.9166  1.9280  -0.19
O  -1.0261  3.3514  3.4172  -0.16
O  -1.4044  2.4963  1.1453  -0.14
H  2.1071  -3.0696  -0.0047  0.09
H  2.0545  -2.0308  1.3941  0.03
H  3.4905  -3.0561  1.1297  0.09
H  3.8028  -1.6834  -1.0382  0.14
H  4.0171  -0.7383  0.4555  0.13
H  1.6470  1.7924  -2.8071  0.14
H  1.6322  0.0713  -3.2198  0.14
H  -0.1477  -0.3321  -1.5147  0.10
H  -0.6089  0.7997  -2.7317  0.12
H  -0.9520  2.4901  -1.3254  0.14
H  0.5807  2.3309  -0.5284  0.13
H  -2.4825  0.5883  -1.1376  0.12
H  -3.1543  1.4974  0.1702  0.14
H  -2.6159  -0.5951  1.6828  0.10
H  -4.0202  -0.5041  0.6836  0.13
H  -3.3581  -2.5957  0.1744  0.12
H  -1.6484  -2.3236  0.3644  0.10
H  -1.9024  -2.3787  -1.8065  0.10
H  -0.4802  -0.5860  1.5123  -0.05
H  0.8247  0.5162  1.2318  0.12
K  -0.2516  -1.4817  2.9647  1.06

No. 5
Molecular formula: C37H47ClCsN11O7S6
Method: DFT, ωB97M-V/def2-TZVPD

Values from the calculation:
E_tot, hartree: -5436.7225
Kohn-Sham gap, Ha: 0.2423
Charge: -2

Each line ends with the Löwdin charge.
Atoms and positions in Å:
Cs  -0.0080  0.9454  2.0160  1.23
N  -2.1082  -2.5333  5.1242  0.01
C  -1.3824  -1.4492  4.7878  -0.20
N  -1.5900  -1.1408  3.5381  0.05
C  -2.4329  -2.1136  3.1029  -0.32
N  -2.7683  -2.9707  4.0507  0.12
C  -2.8655  -2.2617  1.7253  -0.20
C  -3.9821  -3.0366  1.3829  -0.09
N  -4.2832  -3.3049  0.1245  0.06
C  -3.5081  -2.7598  -0.8074  -0.13
C  -2.4548  -1.9085  -0.4811  -0.11
N  -2.1277  -1.6926  0.7790  0.15
H  -1.9596  -3.1622  5.8983  0.14
H  -0.7608  -0.9128  5.4715  0.13
H  -4.6287  -3.4576  2.1390  0.10
H  -3.7443  -3.0265  -1.8301  0.09
H  -1.8505  -1.3929  -1.2192  0.06
O  -0.9753  4.5216  -0.2743  -0.42
S  -0.7433  3.3611  0.6172  0.10
O  -0.4413  3.8147  1.9864  -0.49
O  -1.9585  2.4947  0.6269  -0.53
O  0.3861  2.5245  0.1267  -0.69
C  2.1137  -4.8040  -2.5480  -0.55
C  1.9640  -3.3224  -2.8406  -0.51
S  1.1167  -2.3928  -1.4839  0.87
C  2.3730  -1.1420  -1.1027  -0.52
C  3.6301  -1.6927  -0.4541  -0.52
S  3.3629  -2.2513  1.2765  0.89
C  3.6645  -4.0505  1.1388  -0.54
C  2.6892  -4.7998  0.2447  -0.53
S  3.4551  -5.1979  -1.3726  0.83
H  2.3876  -5.3365  -3.4604  0.06
H  1.1898  -5.2212  -2.1507  0.07
H  1.3494  -3.2003  -3.7336  0.06
H  2.9365  -2.8634  -3.0085  0.07
H  1.8648  -0.4435  -0.4355  0.06
H  2.6204  -0.6274  -2.0346  0.08
H  4.3806  -0.9014  -0.4047  0.07
H  4.0439  -2.5402  -0.9981  0.03
H  3.5734  -4.3950  2.1696  0.04
H  4.6937  -4.2032  0.8050  0.06
H  1.7958  -4.2080  0.0440  0.01
H  2.4080  -5.7486  0.7021  0.04
C  -5.2567  4.2878  -3.3444  -0.06
C  -3.9648  3.7923  -2.6559  -0.48
C  -3.8302  4.5581  -1.3375  -0.03
C  -4.1632  2.3123  -2.2869  -0.03
C  -2.7390  3.9296  -3.6341  -0.39
O  -2.8842  2.9549  -4.6773  -0.04
C  -2.6725  5.2764  -4.4101  -0.12
C  -2.3678  6.6012  -3.6966  -0.13
C  -0.9392  6.7483  -3.2579  -0.24
C  0.0545  6.9734  -4.2042  -0.06
C  1.3781  7.1131  -3.8333  -0.12
C  1.7021  7.0194  -2.4906  -0.68
Cl  3.3605  7.2012  -2.0193  0.63
C  0.7365  6.7931  -1.5297  -0.08
C  -0.5864  6.6730  -1.9180  -0.03
C  -1.3546  3.6502  -2.9911  -0.03
N  -0.9934  2.2650  -2.9744  -0.09
C  -1.1548  1.3578  -2.0065  -0.15
N  -0.6588  0.1964  -2.3968  0.07
C  -0.1677  0.4687  -3.6198  -0.25
N  -0.3442  1.7084  -4.0066  0.10
H  -6.1058  4.0689  -2.6984  0.08
H  -5.4432  3.7956  -4.3017  0.08
H  -5.2372  5.3639  -3.5067  0.07
H  -4.6747  4.3004  -0.6998  0.09
H  -3.8416  5.6353  -1.4827  0.07
H  -2.9255  4.2933  -0.7915  0.05
H  -5.1788  2.1522  -1.9260  0.08
H  -3.4816  2.0455  -1.4876  0.06
H  -3.9917  1.6508  -3.1344  0.09
H  -3.7723  3.0365  -5.0414  0.08
H  -3.6244  5.3992  -4.9368  0.10
H  -1.9091  5.1262  -5.1801  0.12
H  -3.0226  6.7256  -2.8384  0.09
H  -2.5896  7.4029  -4.4140  0.11
H  -0.2063  7.0373  -5.2511  0.11
H  2.1490  7.2849  -4.5700  0.09
H  0.9904  6.6673  -0.4909  0.11
H  -1.3143  6.4375  -1.1606  0.10
H  -1.2791  4.0257  -1.9553  0.09
H  -0.5873  4.1427  -3.5935  0.13
H  -1.5576  1.5809  -1.0368  0.08
H  0.3308  -0.2662  -4.2263  0.09
N  5.0303  -7.8164  3.7181  0.08
C  4.0734  -6.8720  4.0882  -0.33
C  2.9139  -6.7179  3.3252  -0.05
C  1.9595  -5.7865  3.6872  -0.07
C  2.1418  -5.0306  4.8284  -0.29
C  3.2643  -5.1944  5.6133  -0.11
C  4.2357  -6.1051  5.2416  -0.03
S  0.8728  -3.8256  5.2317  0.54
O  -0.3656  -4.4931  4.8964  -0.33
O  1.0032  -3.4761  6.6358  -0.36
N  1.0606  -2.5752  4.2647  -0.12
C  2.0165  -1.7079  4.4588  -0.74
S  3.4501  -2.0585  5.4999  1.00
C  4.0743  -0.4924  5.0761  -0.44
C  3.2075  0.1447  4.2609  -0.30
N  2.0766  -0.5269  3.9266  -0.05
H  5.0234  -8.0404  2.7324  0.08
H  5.9567  -7.6234  4.0703  0.08
H  2.7775  -7.3279  2.4419  0.11
H  1.0596  -5.6282  3.1115  0.12
H  3.3600  -4.5952  6.5035  0.08
H  5.1284  -6.2195  5.8416  0.10
H  5.0173  -0.1573  5.4596  0.04
H  3.3566  1.1372  3.8664  0.10

No. 6
Molecular formula: C3H4ClIN2
Method: DFT, ωB97M-V/def2-TZVPD

Values from the calculation:
E_tot, hartree: -983.9985
Kohn-Sham gap, Ha: 0.3160

Each line ends with the Löwdin charge.
Atoms and positions in Å:
C  1.2787  1.2527  0.7887  -0.13
C  1.3450  -0.2477  0.5775  -0.17
C  1.1101  -0.9748  -0.5147  -0.62
N  1.2528  2.1734  -0.0995  -0.13
N  1.2818  3.1234  -0.7358  0.21
Cl  1.2395  -2.6398  -0.3715  0.65
I  -5.5780  -0.9593  -0.0061  0.40
H  0.8100  1.5056  1.7380  0.11
H  -5.0871  -1.7758  -1.2327  -0.40
H  1.4873  -0.8411  1.3560  0.03
H  0.8598  -0.6168  -1.5000  0.06